Density functional theory data (ωB97M-V with the def2-TZVPD basis set) for an isolated ion of composition C23H30FN4O3 and charge +1 in a non-equilibrium geometry.

Geometry as XYZ:
```
61
Properties=species:S:1:pos:R:3
C -9.945 -1.028 -0.246
C -8.484 -0.738 -0.140
C -7.506 -1.689 -0.397
C -6.156 -1.405 -0.290
C -5.746 -0.131 0.087
N -4.399 0.240 0.211
C -3.295 -0.539 0.088
O -3.282 -1.724 -0.165
C -2.006 0.205 0.301
C -1.783 1.515 -0.147
C -0.566 2.126 0.022
C 0.504 1.482 0.671
N 1.666 2.117 0.951
C 2.236 3.250 0.276
C 3.156 2.818 -0.881
C 4.447 2.123 -0.437
N 4.367 0.655 -0.230
C 5.578 0.160 0.477
C 5.439 -1.322 0.798
C 5.239 -2.148 -0.473
C 5.031 -3.619 -0.136
C 4.031 -1.585 -1.223
C 4.197 -0.096 -1.497
C 0.290 0.130 1.063
N 1.318 -0.688 1.556
O 1.086 -1.820 1.905
O 2.489 -0.239 1.563
C -0.959 -0.477 0.878
C -6.703 0.845 0.351
C -8.039 0.527 0.234
F -8.945 1.492 0.494
H -10.422 -0.326 -0.928
H -10.423 -0.911 0.726
H -10.114 -2.040 -0.602
H -7.809 -2.683 -0.689
H -5.423 -2.166 -0.494
H -4.263 1.199 0.500
H -2.568 2.054 -0.657
H -0.438 3.137 -0.328
H 2.289 1.623 1.578
H 1.451 3.890 -0.123
H 2.805 3.833 1.004
H 2.588 2.193 -1.570
H 3.441 3.719 -1.425
H 5.224 2.292 -1.187
H 4.784 2.575 0.499
H 3.563 0.399 0.391
H 5.699 0.729 1.400
H 6.445 0.338 -0.164
H 6.335 -1.651 1.324
H 4.589 -1.469 1.466
H 6.127 -2.051 -1.107
H 4.156 -3.747 0.497
H 5.895 -4.014 0.390
H 4.887 -4.202 -1.042
H 3.903 -2.103 -2.173
H 3.130 -1.759 -0.632
H 3.323 0.286 -2.027
H 5.081 0.078 -2.116
H -1.092 -1.507 1.175
H -6.423 1.846 0.648
```

Results
* total charge: +1
* orbital gap: 6.29 eV
* 2S+1: 1
* total energy: -39151.1793 eV